1.
A 5-piece molecular cluster, H10O4S2 overall, computed with ωB97M-V with the def2-TZVPD basis set.

Computed properties:
LUMO = 0.2 eV
Molar mass = 138.21 u
E_HOMO = -8.57 eV
ΔE to the lowest compared entry with this formula, charge and spin = 17.0 kcal per mole
E = -1103.30317 a.u.
Gap between HOMO and LUMO = 8.80 eV

The geometry in XYZ format:
```
16
H10O4S2 ωB97M-V with the def2-TZVPD basis set
S 4.9019 0.3583 -0.6919
S 3.1127 1.3920 -0.4999
H 4.8012 -0.1414 0.5477
H 2.7227 1.3393 -1.7822
H -3.4947 -1.5646 0.2845
H -3.8111 -0.6617 -0.8633
O -3.4530 -0.6286 0.0302
H -0.8872 0.4051 -0.6873
H -1.1760 0.8796 -2.0921
O -0.4651 0.5235 -1.5477
H 0.8321 -0.6711 -0.1924
H 1.2152 -1.7842 0.7262
O 0.6997 -0.9671 0.7189
H -0.9652 0.8429 2.1860
H -2.2822 0.3690 1.5315
O -1.7510 0.3090 2.3318
```

Mulliken population analysis, charges in e, atoms 1 to 2: -0.17, -0.18


2.
C27H54AsF6O27Tl as an isolated structure, computed with ωB97M-V with the def2-TZVPD basis set.

Computed properties:
LUMO = -12.9 eV
Molar mass = 1204.00 u
Total charge = +2
E_HOMO = -14.44 eV
ΔE to the lowest compared entry with this formula, charge and spin = 99.3 kcal per mole
E = -6099.29930 a.u.
Gap between HOMO and LUMO = 1.55 eV

The geometry in XYZ format:
```
116
C27H54AsF6O27Tl ωB97M-V with the def2-TZVPD basis set
Tl -2.2853 -0.0447 3.5968
As -0.1486 0.0569 -0.4643
F 0.4249 -1.6302 -0.1462
F 0.9608 0.2166 -1.8110
F -0.8498 1.6943 -0.6565
F -1.2427 -0.0938 0.9792
F 1.2249 0.5054 0.6267
F -1.4335 -0.6678 -1.4331
C -0.7653 -3.9468 -1.8459
O 0.0402 -5.0227 -2.2948
C 0.0374 -6.1326 -1.6113
O -0.4665 -6.3109 -0.4662
O 0.7204 -6.9870 -2.3564
C 1.2310 -8.1741 -1.7185
H -1.7605 -4.2848 -1.5571
H -0.9794 -3.1191 -2.5220
H -0.2717 -3.4771 -0.9952
H 2.0656 -8.0302 -1.0324
H 1.6197 -8.7572 -2.5533
H 0.4409 -8.7121 -1.1947
C -2.1695 6.1585 3.4574
O -2.0468 4.7280 3.6233
C -1.2088 3.9010 2.8939
O -1.2645 2.6618 2.9029
O -0.2943 4.6730 2.2073
C 0.6730 4.0990 1.3094
H -2.2444 6.3765 2.3921
H -1.2258 6.6588 3.6746
H -2.9353 6.6161 4.0838
H 0.2820 3.7994 0.3371
H 1.0878 3.1674 1.6944
H 1.5729 4.6984 1.1717
C 5.9781 0.7903 -4.2184
O 5.1902 -0.1027 -3.4154
C 5.5977 -1.4056 -3.2252
O 6.7278 -1.7583 -3.4601
O 4.5983 -2.2003 -2.6468
C 3.4957 -1.5579 -2.0326
H 7.0315 0.8493 -3.9445
H 5.5141 1.7715 -4.1181
H 5.8420 0.4594 -5.2480
H 3.7504 -0.6748 -1.4466
H 3.0095 -2.2126 -1.3093
H 2.7660 -1.2888 -2.7963
C 1.9171 -4.6373 5.4100
O 0.8502 -3.7053 5.1429
C 0.3761 -3.4385 3.8154
O -0.3091 -2.3863 3.5254
O 0.8914 -4.3496 2.9795
C 0.7957 -4.1923 1.6185
H 2.6835 -4.5560 4.6391
H 1.4670 -5.6255 5.5051
H 2.4504 -4.2689 6.2863
H 1.5230 -3.4082 1.4082
H -0.2429 -4.0250 1.3331
H 1.0009 -5.2133 1.2967
C -2.1176 1.4339 -3.6046
O -2.4016 2.8614 -3.8145
C -3.6826 3.2489 -3.8451
O -4.7220 2.5723 -3.8652
O -3.6798 4.5859 -3.6831
C -4.8533 5.3015 -3.3263
H -1.0666 1.1750 -3.7335
H -2.6012 0.8571 -4.3930
H -2.4999 1.0625 -2.6539
H -4.4036 6.2459 -3.0198
H -5.4530 4.7978 -2.5681
H -5.4026 5.4702 -4.2525
C -6.6775 1.5074 -0.9447
O -5.7185 1.0189 0.0361
C -4.5446 1.5208 0.3144
O -3.7537 1.1038 1.1783
O -4.2681 2.5664 -0.4925
C -3.1326 3.4562 -0.4245
H -6.5689 0.8839 -1.8321
H -6.4980 2.5443 -1.2288
H -7.7073 1.4589 -0.5910
H -2.9287 3.6671 0.6253
H -3.5381 4.3941 -0.8038
H -2.3119 3.0687 -1.0282
C -4.6186 -2.4801 -0.8442
O -4.0011 -3.4792 -0.0567
C -3.4445 -3.1411 1.0984
O -3.3174 -2.0430 1.5614
O -3.2411 -4.2110 1.8339
C -3.5811 -5.5447 1.4357
H -5.1473 -2.9557 -1.6703
H -3.8293 -1.8732 -1.2878
H -5.3015 -1.8492 -0.2754
H -3.0415 -5.8450 0.5374
H -4.6427 -5.7639 1.3220
H -3.2068 -6.1235 2.2801
C 3.4175 2.7648 3.9345
O 2.2704 2.1849 4.2509
C 1.8676 0.9260 3.8082
O 0.7361 0.4710 3.6237
O 2.9452 0.1092 3.7116
C 2.7980 -1.2189 3.3195
H 4.2296 2.0400 3.8770
H 3.7275 3.4782 4.6980
H 3.4078 3.4478 3.0852
H 1.9397 -1.3069 2.6534
H 2.6909 -1.9258 4.1422
H 3.6535 -1.6234 2.7785
C 4.9689 4.3317 -3.3251
O 4.6883 5.0564 -2.0225
C 4.2691 4.3907 -0.8650
O 4.1656 4.9046 0.2080
O 4.2235 3.0192 -1.0101
C 3.8949 2.1124 0.0223
H 5.9163 3.8038 -3.4339
H 4.6664 4.9375 -4.1793
H 4.2411 3.5264 -3.4238
H 4.8330 1.8667 0.5200
H 3.5297 1.1849 -0.4186
H 3.1312 2.5419 0.6708
```

Mulliken population analysis, charges in e, atoms 1 to 2: 1.20, 2.08


Question: Among the records above, which one has the lowest ΔE to the lowest compared entry with this formula, charge and spin?
Answer: H10O4S2